No. 1
# C24H24BrN3O4

C24H24BrN3O4 in the gas phase (ωB97M-V with the def2-TZVPD basis set, the OMol25 dataset).

```
! wB97M-V def2-TZVPD RIJCOSX def2/J DEFGRID3
* xyz 0 1
C -5.871 -1.510 0.659
C -4.822 -0.478 0.374
C -4.567 -0.043 -0.921
C -3.610 0.917 -1.175
C -2.867 1.473 -0.132
C -3.096 1.026 1.164
C -4.065 0.066 1.402
H -4.239 -0.263 2.416
H -2.525 1.413 1.992
O -1.973 2.435 -0.494
C -1.168 3.038 0.497
C -0.512 4.262 -0.149
O 0.209 5.022 0.804
C 1.598 5.095 0.626
C 2.354 3.803 0.963
H 3.416 4.039 1.111
H 1.945 3.365 1.881
O 2.193 2.913 -0.122
C 2.606 1.627 0.005
C 3.431 1.153 1.016
C 3.791 -0.183 1.057
C 3.319 -1.046 0.087
C 2.485 -0.601 -0.921
C 2.115 0.735 -0.965
C 1.216 1.238 -2.009
N 0.096 0.795 -2.403
N -0.546 -0.257 -1.823
C -0.624 -0.561 -0.493
O 0.006 0.024 0.369
C -1.545 -1.687 -0.158
C -1.695 -1.991 1.193
C -2.540 -3.024 1.559
N -3.221 -3.745 0.684
C -3.067 -3.470 -0.599
C -2.247 -2.460 -1.079
H -2.173 -2.312 -2.145
H -3.635 -4.090 -1.279
H -2.687 -3.288 2.598
H -1.152 -1.416 1.926
H -1.310 -0.565 -2.411
H 1.542 2.130 -2.533
H 2.117 -1.287 -1.670
Br 3.810 -2.884 0.141
H 4.432 -0.547 1.846
H 3.802 1.817 1.781
H 1.847 5.383 -0.405
H 1.929 5.882 1.308
H 0.128 3.939 -0.974
H -1.308 4.901 -0.552
H -0.413 2.324 0.851
H -1.772 3.376 1.348
H -3.424 1.271 -2.177
H -5.136 -0.454 -1.744
H -5.407 -2.469 0.892
H -6.475 -1.215 1.515
H -6.523 -1.645 -0.200
*
```

Results
Highest occupied orbital energy in eV: -8.26
SMILES: Cc1ccc(OCCOCCOc2ccc(Br)cc2/C=N\NC(=O)c2ccncc2)cc1
M in g/mol: 498.4


No. 2
# C24H24ClN3O8S7V

C24H24ClN3O8S7V as an isolated structure (ωB97M-V with the def2-TZVPD basis set, the OMol25 dataset).

```
! wB97M-V def2-TZVPD RIJCOSX def2/J DEFGRID3
* xyz -2 2
V 1.248 -0.363 0.082
C 2.769 -2.064 0.416
C 3.462 -0.871 0.716
C 2.800 -0.245 1.816
C 1.720 -1.071 2.212
C 1.662 -2.170 1.312
C 0.690 -3.305 1.359
C 0.833 -0.829 3.392
C 3.238 0.994 2.528
C 4.724 -0.375 0.084
C 3.092 -3.065 -0.645
H 1.074 -4.103 2.001
H 0.527 -3.714 0.363
H -0.281 -2.982 1.743
H 1.446 -0.758 4.295
H 0.107 -1.629 3.512
H 0.266 0.096 3.294
H 3.803 0.722 3.426
H 2.381 1.591 2.837
H 3.860 1.618 1.892
H 5.457 -0.151 0.863
H 4.571 0.531 -0.500
H 5.152 -1.131 -0.573
H 3.297 -4.039 -0.192
H 3.963 -2.764 -1.225
H 2.253 -3.176 -1.332
O 1.922 0.709 -1.475
S 2.448 2.103 -1.214
O 3.823 2.216 -1.655
O 2.215 2.420 0.182
C 1.525 3.188 -2.274
C 2.266 3.991 -3.132
C 1.649 4.945 -3.920
C 0.270 5.101 -3.822
C -0.479 4.302 -2.981
C 0.121 3.297 -2.196
S -0.605 2.073 1.195
O -1.999 2.062 0.336
O -0.097 0.567 0.682
O -1.048 1.876 2.557
H 3.338 3.855 -3.159
H 2.234 5.562 -4.591
H -0.240 5.848 -4.420
H -1.547 4.445 -2.934
N -3.243 2.825 -4.046
C -3.045 2.701 -2.908
N -2.956 2.600 -1.594
C -1.793 2.441 -1.007
N -0.528 2.484 -1.310
Cl -2.273 -3.289 -1.064
C -1.768 -1.608 -1.410
C -0.391 -1.677 -2.067
O -0.282 -1.858 -3.256
O 0.639 -1.549 -1.259
H -1.778 -1.079 -0.458
H -2.499 -1.194 -2.093
C -5.668 -0.011 0.993
S -5.175 -1.486 0.065
C -4.857 -2.625 1.352
C -3.799 -2.570 2.213
S -2.585 -1.386 2.330
S -3.771 -3.927 3.347
C -5.152 -4.797 2.793
S -5.736 -6.175 3.521
S -5.957 -3.972 1.528
H -5.940 0.745 0.257
H -4.829 0.340 1.591
H -6.524 -0.236 1.629
*
```

Results
Highest occupied orbital energy (spin up / spin down) in eV: -2.13 / -2.13
<S²>: 0.77
M in g/mol: 793.3


No. 3
# C24H24F10N9O2SSr

C24H24F10N9O2SSr as an isolated structure in a non-equilibrium geometry (ωB97M-V with the def2-TZVPD basis set, the OMol25 dataset).

```
! wB97M-V def2-TZVPD RIJCOSX def2/J DEFGRID3
* xyz -1 1
Sr 0.095 0.542 0.568
C 0.713 0.436 4.041
N -0.186 -0.072 3.007
C -0.059 -1.549 2.906
C 1.130 -1.965 1.999
N 0.805 -1.877 0.570
C 0.423 -2.982 -0.106
C 0.256 -2.849 -1.509
F 0.516 -1.636 -2.062
C -0.140 -3.856 -2.353
F -0.245 -3.629 -3.671
C -0.422 -5.118 -1.850
F -0.792 -6.125 -2.664
C -0.304 -5.305 -0.491
F -0.598 -6.503 0.036
C 0.093 -4.279 0.350
F 0.074 -4.566 1.675
C -1.553 0.456 3.256
C -2.672 -0.043 2.342
N -2.384 0.202 0.938
C -3.387 0.056 0.051
C -4.721 -0.368 0.225
F -5.168 -0.759 1.446
C -5.644 -0.440 -0.806
F -6.897 -0.842 -0.533
C -5.307 -0.117 -2.102
F -6.209 -0.177 -3.102
C -3.999 0.279 -2.341
F -3.619 0.597 -3.590
C -3.100 0.352 -1.309
F -1.834 0.731 -1.623
H 0.415 0.044 5.024
H 0.696 1.526 4.028
H 1.734 0.117 3.829
H -0.963 -1.962 2.459
H 0.038 -1.972 3.917
H 1.484 -2.943 2.319
H 1.967 -1.282 2.196
H -1.470 1.544 3.178
H -1.843 0.226 4.295
H -3.571 0.480 2.693
H -2.866 -1.102 2.570
C 0.870 1.607 -5.138
C 0.277 2.568 -4.179
N -0.309 3.684 -4.478
N -0.699 4.181 -3.259
C -0.380 3.405 -2.205
S -0.619 3.653 -0.581
N 0.262 2.356 -2.825
N 0.741 1.258 -2.134
H 0.890 2.066 -6.123
H 0.288 0.685 -5.189
H 1.886 1.341 -4.844
H -1.200 5.047 -3.192
H 1.745 1.301 -1.990
H 0.458 0.399 -2.589
C 4.999 0.762 0.962
C 3.557 1.100 0.734
N 2.790 0.462 -0.085
O 3.407 -0.662 -0.698
C 2.994 2.203 1.546
C 3.849 3.104 2.376
N 1.691 2.263 1.540
O 1.050 3.099 2.271
H 5.259 -0.205 0.547
H 5.219 0.790 2.029
H 5.629 1.528 0.502
H 2.674 -1.305 -0.605
H 4.739 3.445 1.841
H 4.201 2.632 3.301
H 3.248 3.966 2.661
*
```

Results
Highest occupied orbital energy in eV: -4.38
M in g/mol: 780.2


No. 4
# C24H24F9NO2P2Pt

C24H24F9NO2P2Pt as an isolated structure in a non-equilibrium geometry (ωB97M-V with the def2-TZVPD basis set, the OMol25 dataset).

```
! wB97M-V def2-TZVPD RIJCOSX def2/J DEFGRID3
* xyz 2 5
C -1.422 3.477 -2.931
C -1.228 2.120 -2.533
C 0.081 1.561 -2.582
C 1.165 2.398 -2.788
C 1.004 3.744 -3.165
C -0.299 4.214 -3.264
C 2.446 1.820 -2.247
C 2.631 0.385 -2.723
C 1.484 -0.378 -2.522
C 1.583 -1.781 -2.459
C 2.794 -2.406 -2.799
C 3.905 -1.600 -3.069
C 3.856 -0.214 -3.006
H -2.446 3.883 -2.876
H 1.874 4.349 -3.464
H -0.484 5.299 -3.547
H 3.369 2.481 -2.432
H 2.862 -3.508 -2.748
H 4.876 -2.118 -3.292
H 4.732 0.411 -3.291
N 0.244 0.221 -2.034
Pt 0.420 0.274 0.058
C -2.313 1.344 -1.833
H -2.485 0.366 -2.273
H -3.242 1.903 -1.803
C 0.432 -2.542 -1.839
H -0.497 -2.373 -2.368
H 0.648 -3.599 -1.818
P -1.822 1.067 -0.079
P 0.204 -2.040 -0.110
C 1.527 -2.873 0.782
H 1.392 -2.727 1.845
H 1.464 -3.929 0.556
H 2.493 -2.505 0.475
C -1.313 -2.856 0.395
H -1.158 -3.922 0.326
H -1.567 -2.590 1.411
H -2.111 -2.584 -0.276
C -1.787 2.692 0.740
H -2.730 3.224 0.559
H -1.650 2.530 1.817
H -0.949 3.268 0.341
C -3.183 0.120 0.621
H -3.014 -0.035 1.687
H -4.113 0.672 0.480
H -3.261 -0.845 0.117
C 1.849 0.370 1.159
O 2.867 0.255 1.743
H 2.051 1.548 -1.119
F 0.177 -2.858 3.776
C 0.327 -1.614 4.289
F 0.257 -1.699 5.639
F 1.585 -1.184 3.996
C -0.764 -0.623 3.637
O -0.776 -0.614 2.325
C -2.185 -1.094 4.257
F -2.252 -1.052 5.586
F -3.208 -0.347 3.760
F -2.453 -2.395 3.849
C -0.518 0.873 4.168
F -0.295 0.955 5.506
F 0.527 1.405 3.512
F -1.598 1.673 3.881
*
```

Results
Highest occupied orbital energy (spin up / spin down) in eV: -14.29 / -15.11
<S²>: 6.04
M in g/mol: 786.5


No. 5
# C24H24I2N6OV

C24H24I2N6OV as an isolated structure in a non-equilibrium geometry (ωB97M-V with the def2-TZVPD basis set, the OMol25 dataset).

```
! wB97M-V def2-TZVPD RIJCOSX def2/J DEFGRID3
* xyz 0 2
V 0.154 0.681 0.280
I 4.385 -5.017 2.121
C 3.122 -3.702 1.110
C 3.511 -3.170 -0.110
C 2.669 -2.274 -0.755
I 3.251 -1.442 -2.580
C 1.428 -1.869 -0.215
O 0.649 -0.982 -0.815
C 1.059 -2.460 1.016
C -0.270 -2.088 1.609
N -0.370 -0.637 1.953
C 0.513 -0.237 3.074
C 1.890 0.131 2.581
C 3.001 0.073 3.400
C 4.224 0.504 2.909
C 4.295 0.976 1.610
C 3.145 1.011 0.845
N 1.947 0.603 1.316
C 1.901 -3.356 1.665
H 4.458 -3.445 -0.553
H -1.059 -2.282 0.889
H -0.458 -2.699 2.490
H -1.328 -0.443 2.210
H 0.073 0.645 3.534
H 0.584 -1.006 3.844
H 2.906 -0.313 4.409
H 5.111 0.464 3.534
H 5.230 1.320 1.187
H 3.150 1.365 -0.178
H 1.595 -3.784 2.617
C -3.041 0.124 -3.902
N -1.890 -0.416 -3.119
C -0.763 0.579 -3.017
C -2.315 -0.949 -1.745
C -2.811 0.125 -0.827
C -4.195 0.315 -0.712
C -4.709 1.302 0.118
C -3.815 2.111 0.813
C -2.444 1.904 0.688
C -1.870 0.893 -0.117
H -2.667 0.576 -4.816
H -3.536 0.872 -3.292
H -3.731 -0.685 -4.133
H -1.520 -1.221 -3.613
H -1.151 1.496 -2.585
H -0.383 0.753 -4.021
H 0.006 0.171 -2.370
H -1.412 -1.413 -1.361
H -3.080 -1.698 -1.949
H -4.881 -0.336 -1.251
H -5.779 1.444 0.215
H -4.192 2.909 1.443
H -1.792 2.579 1.238
N 0.644 2.184 -0.826
C 0.544 3.263 -1.290
N 0.476 4.388 -1.868
C -0.022 5.556 -1.486
N -0.437 6.607 -1.211
*
```

Results
Highest occupied orbital energy (spin up / spin down) in eV: -6.85 / -5.17
<S²>: 1.20
M in g/mol: 717.2


No. 6
# C24H24MnN6

C24H24MnN6 as an isolated structure in a non-equilibrium geometry (ωB97M-V with the def2-TZVPD basis set, the OMol25 dataset).

```
! wB97M-V def2-TZVPD RIJCOSX def2/J DEFGRID3
* xyz 1 1
Mn 0.221 0.271 0.655
C -1.018 -0.779 3.169
N 0.017 -1.139 2.206
C 1.300 -1.588 2.739
C 2.360 -1.223 1.744
N 2.180 -0.299 0.815
C 3.400 -0.211 0.129
C 3.820 0.605 -0.921
C 5.109 0.441 -1.385
C 5.981 -0.503 -0.827
C 5.588 -1.308 0.221
C 4.289 -1.136 0.678
N 3.591 -1.758 1.704
C -1.896 0.253 2.527
N -1.505 0.978 1.492
C -2.567 1.852 1.221
C -2.719 2.863 0.273
C -3.911 3.557 0.261
C -4.942 3.272 1.168
C -4.802 2.286 2.122
C -3.599 1.594 2.123
N -3.134 0.572 2.938
H -0.552 -0.338 4.054
H -1.601 -1.641 3.508
H -0.344 -1.801 1.499
H 1.315 -2.659 2.962
H 1.506 -1.062 3.676
H 3.179 1.353 -1.363
H 5.457 1.061 -2.199
H 6.983 -0.597 -1.223
H 6.259 -2.032 0.662
H 3.935 -2.486 2.307
H -1.939 3.118 -0.430
H -4.055 4.344 -0.465
H -5.859 3.842 1.122
H -5.589 2.068 2.831
H -3.631 0.137 3.697
C -1.387 -3.144 -1.903
C -1.081 -1.817 -2.534
C -1.275 -1.614 -3.892
C -0.996 -0.393 -4.489
C -0.514 0.657 -3.722
C -0.311 0.481 -2.363
C 0.203 1.574 -1.487
C -0.589 -0.753 -1.748
N -0.398 -0.964 -0.391
H -1.755 -3.847 -2.649
H -2.142 -3.043 -1.121
H -0.500 -3.570 -1.433
H -1.652 -2.428 -4.498
H -1.157 -0.261 -5.551
H -0.296 1.613 -4.181
H 0.402 2.512 -2.002
H 1.153 1.279 -1.023
H -0.529 1.811 -0.702
*
```

Results
Highest occupied orbital energy (spin up / spin down) in eV: -9.74 / -9.74
M in g/mol: 451.4